Molecular formula: C30H28FeP
Method: DFT, the ωB97M-V functional and the def2-TZVPD basis

The geometry in ORCA input format:
```
! RIJCOSX wB97M-V def2-TZVPD def2/J DEFGRID3
* xyz -1 5
C 1.56 -1.73 -3.75
H -0.14 1.61 3.45
H 0.66 -3.69 -3.07
C 0.00 1.00 -2.60
C -0.09 -1.95 1.87
H -3.67 -0.15 4.73
H 2.14 -0.22 -5.33
C -2.16 -1.73 -3.95
H -0.33 1.33 -0.55
C 0.76 -2.21 2.96
H -1.97 2.00 0.57
H 0.34 1.84 -3.20
H 2.14 -1.42 -2.89
C -2.06 -0.80 -5.07
C 0.79 -1.92 -5.96
C 1.57 -1.10 -5.06
C -0.89 0.14 -3.24
H 4.51 0.66 1.92
H -0.24 -3.91 -5.63
H 0.69 -0.12 -0.94
H -1.56 -2.79 0.51
H 4.12 1.85 4.09
C 0.78 -2.95 -3.85
Fe -0.28 -1.37 -4.40
C 1.09 0.59 1.98
H -3.67 3.16 1.95
C -3.75 1.61 3.46
C -2.30 -0.30 3.08
C -0.97 -2.96 1.42
H -1.33 -1.60 -1.83
H 2.59 -0.15 0.58
C -1.43 -1.18 -2.83
H 0.69 -1.77 -7.03
H 1.52 -1.48 3.25
H -2.55 -0.90 -6.04
C -1.74 0.34 1.96
C -0.34 -4.35 3.30
C 1.97 1.81 3.89
H -1.95 -1.29 3.37
H 1.36 1.54 -1.10
C 0.61 -3.39 3.69
C -2.30 1.56 1.51
H 1.78 2.36 4.81
C -1.26 0.31 -4.67
H -1.03 1.21 -5.22
C -3.28 2.20 2.28
H 1.24 -3.55 4.57
P -0.25 -0.29 1.10
C -3.28 0.35 3.84
C 3.49 0.85 2.27
C 0.30 -3.07 -5.22
H -1.81 -4.90 1.82
H -2.72 -2.67 -3.95
H -4.49 2.12 4.08
C 2.41 0.39 1.52
C 0.87 1.37 3.13
C 3.27 1.53 3.47
C 0.46 0.93 -1.22
H -0.48 -5.25 3.90
C -1.10 -4.14 2.15
*
```

Computed properties:
Calculated total energy: -75233.54244 eV
E_HOMO (spin up / spin down): -0.3 / -2.7 eV
Orbital gap (spin up / spin down): 2.8 / 5.3 eV
E_LUMO (spin up / spin down): 0.092 / 0.092 Ha

Results of the Löwdin charge analysis, in e, for atoms 1 through 4: number 1, C, carries -0.1943; number 2, H, carries 0.1007; number 3, H, carries 0.0891; number 4, C, carries -0.1264